This record from OMol25 describes a structure of composition C19H18N3O4PtS. The level of theory is the ωB97M-V functional and the def2-TZVPD basis.

```
46
Properties=species:S:1:pos:R:3:nbo_charge:R:1
Pt 0.4371 0.5599 -0.3968 1.05
S 2.2661 -0.7041 0.3801 -0.16
O -4.4137 -5.8081 -0.2858 -0.53
O 1.9393 1.5487 -1.5347 -0.63
O -3.1721 -5.9266 -2.1059 -0.65
O -1.1028 1.7747 -1.8558 -0.75
N -1.1600 -0.3809 0.6386 -0.48
N 3.1868 1.3621 -1.0768 0.01
N 0.0565 1.9303 1.2843 -0.45
C -1.1646 -2.3557 -0.7667 -0.24
C -1.0322 1.9702 3.3984 -0.19
C -1.3338 0.0680 1.8186 0.14
C 5.7969 1.0876 -0.2972 -0.15
C -1.7209 -3.5557 -1.1769 -0.17
C -1.9779 1.0066 -2.6976 -0.25
C -2.9587 -2.0649 0.8028 -0.24
C -3.5562 -5.3264 -0.9639 0.77
C 3.4911 0.3714 -0.2032 0.03
C -0.4757 3.2117 3.6623 -0.14
C 0.5865 3.1222 1.5283 0.07
C -3.5081 -3.2623 0.3899 -0.14
C 4.1253 2.2065 -1.5642 0.03
C -2.8944 -4.0215 -0.6008 -0.16
C -1.7668 -1.6138 0.2372 0.20
C 5.4336 2.0937 -1.1961 -0.24
C 4.8308 0.2438 0.1907 -0.22
C -0.7503 1.3574 2.1911 0.11
C 0.3412 3.8013 2.7132 -0.22
H -2.6235 1.6636 -3.2784 0.19
H -1.6817 1.4808 4.1126 0.24
H 5.0683 -0.5442 0.8911 0.25
H -3.4829 -1.4686 1.5384 0.22
H -0.5557 2.3474 -2.4075 0.50
H -2.5916 0.3980 -2.0382 0.19
H -1.1968 -4.1226 -1.9368 0.21
H -2.5386 -5.3929 -2.5992 0.48
H -1.8885 -0.4951 2.5637 0.21
H -4.4285 -3.6303 0.8227 0.26
H -0.6802 3.7154 4.5977 0.24
H 6.1587 2.7819 -1.6047 0.25
H 6.8267 0.9750 0.0137 0.24
H 0.7895 4.7702 2.8828 0.25
H -1.4121 0.3576 -3.3676 0.18
H 1.2239 3.5320 0.7551 0.22
H 3.7474 2.9441 -2.2549 0.24
H -0.2373 -2.0084 -1.2036 0.23
```

## Properties
HOMO-LUMO gap (spin up / spin down), hartree: 0.2163 / 0.2569
Charge: +1
2S+1: 3
Max |F|, eV/Å: 0.562
Electronic energy, Eh: -1717.28661
LUMO level (spin up / spin down), eV: -4.1 / -4.2